[1]
Formula: C7H13Br6Cl3
Source: the Open Molecules 2025 dataset
Level of theory: wB97M-V/def2-TZVPD

DFT total energy ... -17099.1571 Ha
SMILES ... ClC(Cl)Cl.BrCCBr.BrCCBr.BrCCBr
Gap between HOMO and LUMO ... 0.3851 Eh
ΔE to the lowest compared entry with this formula, charge and spin ... 0.816 eV

Geometry as ORCA input:
```
! RIJCOSX wB97M-V def2-TZVPD def2/J DEFGRID3
* xyz 0 1
Cl 1.53656 -3.55825 -1.67909
C 1.41470 -4.82841 -0.43046
Cl 0.92689 -4.09845 1.10068
Cl 2.93228 -5.68780 -0.32054
H 0.68267 -5.59347 -0.70462
Br 1.25929 0.61866 1.66517
C 2.21634 0.79507 0.03770
C 2.82504 -0.54225 -0.42620
Br 3.97861 -0.14425 -1.90858
H 2.89391 1.52737 0.38739
H 1.53339 1.29286 -0.69071
H 2.11828 -1.25943 -0.79529
H 3.38922 -1.08359 0.40141
Br -2.15094 2.74324 2.32390
C -1.93905 4.25626 1.06488
C -0.96763 3.72684 -0.04449
Br -0.20700 5.14809 -1.04857
H -1.61733 5.05543 1.66681
H -2.97304 4.47462 0.83330
H -1.40746 2.95116 -0.66571
H -0.26891 3.26920 0.58612
Br -2.57950 -3.29150 -0.82443
C -1.88485 -1.74361 0.26068
C -2.24607 -0.39176 -0.33641
Br -0.90500 0.23657 -1.68423
H -0.89028 -2.03207 0.33549
H -2.31389 -1.84035 1.24771
H -2.10222 0.34773 0.42355
H -3.25399 -0.34790 -0.77546
*
```

Results of the natural (NBO) charge analysis, in e, for atoms 1 through 8: number 1, Cl, carries 0.012; number 2, C, carries -0.287; number 3, Cl, carries 0.016; number 4, Cl, carries 0.032; number 5, H, carries 0.238; number 6, Br, carries -0.011; number 7, C, carries -0.470; number 8, C, carries -0.473

=====

[2]
Formula: C20H21N5OS
Source: the Open Molecules 2025 dataset
Level of theory: wB97M-V/def2-TZVPD

DFT total energy ... -1521.9643 Ha
SMILES ... CCCCNC(=S)NNC(=O)c1cc(-c2ccncc2)nc2ccccc12
Gap between HOMO and LUMO ... 0.3059 Eh
ΔE to the lowest compared entry with this formula, charge and spin ... 0.000 eV

Geometry as ORCA input:
```
! RIJCOSX wB97M-V def2-TZVPD def2/J DEFGRID3
* xyz 0 1
C -5.30164 -1.93684 -0.86757
C -6.01671 -0.77151 -1.54497
C -5.31422 0.56921 -1.32729
C -5.44886 1.08084 0.11638
N -4.43246 2.05088 0.45795
C -3.13942 1.75825 0.68188
S -2.01477 2.95494 0.92978
N -2.79418 0.44801 0.80423
N -1.43882 0.13160 0.86047
C -0.97114 -0.87756 0.08485
O -1.73660 -1.62092 -0.50691
C 0.51414 -0.98136 0.08965
C 1.27160 0.15447 -0.06854
C 2.68158 0.05527 -0.09799
C 3.52639 1.24711 -0.26460
C 3.10334 2.52767 0.08800
C 3.97332 3.58858 -0.10728
N 5.18819 3.45827 -0.61044
C 5.59496 2.24202 -0.93603
C 4.81393 1.11030 -0.78447
N 3.30222 -1.09564 0.00832
C 2.59182 -2.22390 0.15990
C 3.29498 -3.44244 0.27424
C 2.61554 -4.61725 0.42967
C 1.21224 -4.62750 0.47870
C 0.49986 -3.46435 0.37426
C 1.16740 -2.23606 0.20788
H -4.25675 -1.98022 -1.16922
H -5.77137 -2.87544 -1.15049
H -5.34976 -1.86084 0.21696
H -7.04440 -0.70615 -1.18089
H -6.05796 -0.96410 -2.61838
H -5.72904 1.31564 -2.00743
H -4.25742 0.45666 -1.58067
H -5.38059 0.25056 0.82409
H -6.42174 1.55471 0.25510
H -4.63638 3.03214 0.35004
H -3.30319 -0.28308 0.31160
H -0.87878 0.91743 1.18741
H 0.80426 1.11563 -0.22060
H 2.13204 2.70560 0.52264
H 3.68151 4.59759 0.15358
H 6.59740 2.17882 -1.33925
H 5.17362 0.13200 -1.05872
H 4.37233 -3.40702 0.23610
H 3.15405 -5.54950 0.51645
H 0.69470 -5.56737 0.60103
H -0.57835 -3.47563 0.40110
*
```

Results of the natural (NBO) charge analysis, in e, for atoms 1 through 8: number 1, C, carries -0.624; number 2, C, carries -0.396; number 3, C, carries -0.411; number 4, C, carries -0.233; number 5, N, carries -0.578; number 6, C, carries 0.281; number 7, S, carries -0.292; number 8, N, carries -0.454

=====

[3]
Formula: C39H38AsFeGeN4O4
Source: the Open Molecules 2025 dataset
Level of theory: wB97M-V/def2-TZVPD

⟨S²⟩ ... 8.839
DFT total energy ... -7603.8697 Ha
Gap between HOMO and LUMO (spin up / spin down) ... 0.1984 / 0.2149 Eh
ΔE to the lowest compared entry with this formula, charge and spin ... 3.228 eV

Geometry as ORCA input:
```
! RIJCOSX wB97M-V def2-TZVPD def2/J DEFGRID3
* xyz 4 6
Fe -1.14389 0.45162 -0.53004
O -5.24466 1.14288 -1.86431
C -4.09778 0.90926 -1.28547
O -3.17218 0.26329 -1.72752
C -3.99147 1.51441 0.08723
C -5.00647 2.25016 0.69862
C -4.80634 2.71767 1.98493
C -3.60814 2.41416 2.62699
C -2.66316 1.67932 1.93405
N -2.83568 1.24990 0.67845
C -1.36547 1.22508 2.48688
O -0.97582 1.45003 3.68833
O -0.59662 0.56424 1.74330
H -5.30124 0.72844 -2.74336
H -5.93097 2.43965 0.16898
H -5.57060 3.29592 2.48781
H -3.44546 2.75199 3.64354
H -1.58747 1.96557 4.24229
C -0.89857 -3.31787 -4.85137
C -0.86057 -2.05286 -5.45719
C -0.71961 -0.92628 -4.69852
C -0.63512 -1.02029 -3.25338
C -0.64577 -2.33024 -2.66390
C -0.77415 -3.43641 -3.44036
N -0.55678 0.06688 -2.46393
N -0.40783 1.22614 -3.22225
C -0.56640 2.34390 -2.53505
C -0.39795 3.57275 -3.22137
C -0.53333 4.75708 -2.53687
C -0.82739 4.71135 -1.17425
C -0.98707 3.47846 -0.55634
N -0.87061 2.31148 -1.18760
H -1.00822 -4.20839 -5.45592
H -0.93899 -1.97326 -6.53300
H -0.68129 0.04728 -5.15593
H -0.51731 -2.43008 -1.59804
H -0.77256 -4.42210 -2.99383
H -0.16547 3.53768 -4.27671
H -0.41151 5.70591 -3.04254
H -0.93647 5.61726 -0.59452
H -1.21146 3.43890 0.50283
C 2.75425 1.56994 -1.88636
As 1.96079 0.78029 -0.29189
C 2.33977 2.23043 0.95667
C 3.40465 -0.53113 0.32195
C 4.75890 -0.06697 0.06741
C 5.47832 0.66460 1.06508
C 6.77379 1.02545 0.85430
C 7.39846 0.70426 -0.38040
C 6.70232 -0.01288 -1.38681
C 5.40764 -0.37291 -1.17540
H 3.79590 1.83238 -1.71237
H 2.20966 2.48716 -2.11018
H 2.67557 0.90122 -2.74184
H 3.38296 2.53629 0.89546
H 2.10981 1.92654 1.97739
H 1.72658 3.09232 0.69080
H 3.17089 -1.45521 -0.20424
H 3.18700 -0.63285 1.38544
H 4.99321 0.89202 2.00595
H 7.33766 1.54494 1.61752
H 8.41844 1.02217 -0.55971
H 7.20858 -0.26812 -2.30798
H 4.85954 -0.92054 -1.93208
Ge -0.98417 -1.40124 1.28203
C 0.65844 -2.22085 1.73014
C 1.22775 -1.91738 2.97172
C 2.32877 -2.63737 3.41252
C 2.85010 -3.66038 2.62789
C 2.28234 -3.96376 1.39645
C 1.18596 -3.24491 0.94094
C -2.58586 -1.84910 2.14881
C -2.55062 -2.34648 3.45864
C -3.72407 -2.79168 4.04530
C -4.91498 -2.76808 3.32662
C -4.94894 -2.29416 2.01860
C -3.78765 -1.82670 1.42633
H -1.30497 -1.16697 -0.30196
H 0.82676 -1.12719 3.59742
H 2.76874 -2.41466 4.37576
H 3.69384 -4.23515 2.98651
H 2.68426 -4.77144 0.79890
H 0.74408 -3.50630 -0.01383
H -1.62012 -2.41065 4.01064
H -3.70918 -3.17880 5.05526
H -5.82216 -3.14019 3.78423
H -5.87731 -2.30761 1.46316
H -3.80786 -1.47923 0.39853
*
```

Results of the Mulliken charge analysis, in e, for atoms 1 through 8: number 1, Fe, carries 0.379; number 2, O, carries -0.420; number 3, C, carries 0.000; number 4, O, carries -0.327; number 5, C, carries 0.189; number 6, C, carries -0.658; number 7, C, carries -1.195; number 8, C, carries -1.142

=====

[4]
Formula: C2H6N4S
Source: the Open Molecules 2025 dataset
Level of theory: wB97M-V/def2-TZVPD

DFT total energy ... -696.9538 Ha
SMILES ... [H]/N=C\NS/C=N/N
Gap between HOMO and LUMO ... 0.3512 Eh
ΔE to the lowest compared entry with this formula, charge and spin ... 1.967 eV

Geometry as ORCA input:
```
! RIJCOSX wB97M-V def2-TZVPD def2/J DEFGRID3
* xyz 0 1
H -2.06795 -0.20557 -1.60509
N -2.26668 -0.98551 -0.95068
C -1.94702 -0.72157 0.26358
N -1.48516 0.47268 0.80690
S -0.79040 1.71152 -0.15989
C 0.84168 1.03986 -0.38550
N 1.18387 -0.06772 0.13147
N 2.41374 -0.63279 -0.14515
H -2.10945 -1.48934 1.01807
H -1.02954 0.37915 1.70457
H 1.44330 1.60163 -1.10502
H 3.14426 0.09899 -0.25796
H 2.66934 -1.20133 0.68469
*
```

Results of the natural (NBO) charge analysis, in e, for atoms 1 through 8: number 1, H, carries 0.336; number 2, N, carries -0.679; number 3, C, carries 0.278; number 4, N, carries -0.768; number 5, S, carries 0.437; number 6, C, carries -0.155; number 7, N, carries -0.276; number 8, N, carries -0.623

=====

[5]
Formula: C9H12N2
Source: the Open Molecules 2025 dataset
Level of theory: wB97M-V/def2-TZVPD

⟨S²⟩ ... 2.020
DFT total energy ... -459.4286 Ha
Gap between HOMO and LUMO (spin up / spin down) ... 0.2247 / 0.2609 Eh
ΔE to the lowest compared entry with this formula, charge and spin ... 0.973 eV

Geometry as ORCA input:
```
! RIJCOSX wB97M-V def2-TZVPD def2/J DEFGRID3
* xyz 0 3
C 0.79886 -0.20327 1.82156
C -1.24466 -1.95483 0.24648
C -0.02777 -2.34490 0.01572
C -1.84422 -0.61082 0.27262
C 1.16430 -1.51708 -0.19838
C -1.38214 0.27117 -0.61459
C 1.63354 -0.63292 0.71307
C -0.24886 2.33626 -0.84573
C -1.63743 1.65756 -0.68831
N 0.11696 0.11911 2.65981
N 2.79296 0.02335 0.48576
H -1.94139 -2.75801 0.16066
H 0.17880 -3.39749 -0.16276
H -2.40953 -0.23682 1.08246
H 1.86243 -1.76423 -0.96461
H -0.65424 0.01401 -1.36950
H -0.34355 3.39770 -0.95511
H 0.30977 1.82137 -1.72408
H 0.54845 2.06265 -0.05860
H -2.27088 1.92911 -1.49153
H -2.25427 1.99062 0.22799
H 3.35233 0.34544 1.40792
H 3.50055 -0.54799 -0.02085
*
```

Results of the natural (NBO) charge analysis, in e, for atoms 1 through 8: number 1, C, carries 0.203; number 2, C, carries -0.154; number 3, C, carries -0.240; number 4, C, carries -0.247; number 5, C, carries -0.188; number 6, C, carries -0.120; number 7, C, carries 0.005; number 8, C, carries -0.602

=====

- Look up the DFT total energy of the second one.
  -1521.9643 Ha